No. 1
Density functional theory data (the ωB97M-V functional and the def2-TZVPD basis) for 2 unconnected molecules or ions with the total composition C6H15NO at a distorted geometry.

Total energy (Eh): -367.53156
Orbital gap (eV): 10.47
Strongest force on any atom (eV/Å): 4.71
SMILES string: CCC(N)=O.CCC
Relative energy (zero: lowest compared OMol25 entry of this formula, charge and spin) (kcal/mol): 62.6

Each line ends with the natural charge from an NBO analysis.
Atoms and positions in Å:
H (-2.48430, 0.27351, 2.19698)  0.400
H (-2.34314, 2.11720, -0.89244)  0.227
H (-2.01937, 0.70998, -2.44335)  0.212
H (2.52974, -0.21737, -1.48065)  0.204
C (-1.37863, 1.72350, -0.69650)  -0.512
H (2.48541, -1.90641, -1.02897)  0.202
H (-0.11121, -1.60324, 1.40187)  0.213
O (-0.42753, 1.27224, 1.35789)  -0.590
C (-1.22221, 0.63237, -1.77836)  -0.632
H (-3.03840, -0.25038, 0.64529)  0.387
C (2.49043, -0.83717, -0.57463)  -0.629
C (-1.34414, 1.06229, 0.65690)  0.688
N (-2.46997, 0.44455, 1.21401)  -0.870
C (1.38307, -0.48116, 0.35779)  -0.420
C (0.96543, -1.51359, 1.39816)  -0.613
H (3.39400, -0.43712, -0.19899)  0.216
H (1.44130, -2.49776, 1.12662)  0.193
H (-0.13608, 0.68840, -2.30928)  0.220
H (1.51772, -1.42260, 2.34768)  0.212
H (0.54836, -0.07854, -0.25228)  0.193
H (-1.02673, -0.40899, -1.51783)  0.222
H (1.71793, 0.28439, 1.11583)  0.227
H (-0.47167, 2.44591, -0.64577)  0.251

=====

No. 2
Density functional theory data (the ωB97M-V functional and the def2-TZVPD basis) for 3 unconnected molecules or ions with the total composition C6H15NO at a distorted geometry.

Total energy (Eh): -367.41588
Orbital gap (spin up / spin down) (eV): 7.55 / 7.76
Strongest force on any atom (eV/Å): 3.52
Relative energy (zero: lowest compared OMol25 entry of this formula, charge and spin) (kcal/mol): 135.2

Each line ends with the natural charge from an NBO analysis.
Atoms and positions in Å:
H (-0.30492, -0.30793, 2.53428)  0.221
H (3.61773, 0.14126, 0.70529)  0.210
H (2.61179, 0.84018, -0.55996)  0.207
H (1.58897, -1.24999, 1.48343)  0.172
H (-2.75587, 0.14550, -1.34086)  0.184
H (-1.86761, 0.25633, 1.94610)  0.218
H (1.08219, -0.24784, -2.13691)  0.207
H (-0.41568, 0.44093, -2.70917)  0.209
H (-0.42340, -1.20796, -2.07253)  0.197
O (-1.04313, -1.61244, 0.21362)  -0.721
C (2.58223, 0.40783, 0.44336)  -0.655
H (1.79742, -1.52161, -0.27409)  0.182
C (-0.50827, -0.36216, 0.39853)  0.583
H (2.27247, 1.19319, 1.13820)  0.207
H (-2.07148, 1.84373, -1.47645)  0.187
C (-0.79430, 0.26272, 1.74013)  -0.688
H (-2.80992, 1.28831, 0.06751)  0.179
N (-0.22808, 0.40014, -0.64371)  -0.417
C (-2.29714, 0.99340, -0.84252)  -0.561
C (1.67130, -0.77776, 0.50717)  -0.408
H (-1.27509, -2.00298, 1.06603)  0.483
H (-0.43734, 1.29016, 1.75683)  0.246
C (0.00816, -0.21299, -1.94431)  -0.443

=====

No. 3
Density functional theory data (the ωB97M-V functional and the def2-TZVPD basis) for 2 unconnected molecules or ions with the total composition C6H15NO at a distorted geometry.

Total energy (Eh): -367.46802
Orbital gap (eV): 9.47
Strongest force on any atom (eV/Å): 5.13
SMILES string: C=CCCCNC.O
Relative energy (zero: lowest compared OMol25 entry of this formula, charge and spin) (kcal/mol): 102.5

Each line ends with the natural charge from an NBO analysis.
Atoms and positions in Å:
N (-0.35654, -1.16627, -1.90278)  -0.615
H (-2.01533, -2.37783, -1.74236)  0.196
H (-1.35842, 1.95640, 1.18430)  0.503
C (0.85321, -0.85457, -1.23199)  -0.219
H (-0.28028, -0.93463, 1.26198)  0.209
H (1.27547, -1.57458, -0.51032)  0.206
H (-0.21246, 0.87117, -0.43684)  0.178
C (0.80942, 0.61543, -0.82914)  -0.412
H (2.43088, 1.65049, 0.11419)  0.212
H (-0.49641, -3.07019, -1.34043)  0.200
H (-2.93573, 1.40211, 0.63249)  0.499
C (0.17146, -0.14443, 1.98840)  -0.421
O (-2.32898, 1.98028, 1.17676)  -1.001
H (-0.95112, -0.39485, -1.83924)  0.344
H (0.93466, 1.39231, -1.58837)  0.218
C (1.76904, 0.83933, 0.39147)  -0.459
C (1.01408, 0.84435, 1.71897)  -0.173
H (2.49296, 0.08093, 0.48426)  0.213
H (1.82636, -0.82519, -2.01772)  0.162
H (-1.46591, -1.93498, -0.21232)  0.163
C (-1.09840, -2.25281, -1.21400)  -0.411
H (1.27792, 1.69959, 2.16422)  0.204
H (-0.50788, 0.09714, 2.80923)  0.206

=====

No. 4
Density functional theory data (the ωB97M-V functional and the def2-TZVPD basis) for 2 unconnected molecules or ions with the total composition C6H15NO at a distorted geometry.

Total energy (Eh): -367.57390
Orbital gap (eV): 8.65
Strongest force on any atom (eV/Å): 2.15
SMILES string: CC/C(C)=C(/C)N.O
Relative energy (zero: lowest compared OMol25 entry of this formula, charge and spin) (kcal/mol): 36.0

Each line ends with the natural charge from an NBO analysis.
Atoms and positions in Å:
C (1.05468, -1.79492, -1.63374)  -0.614
H (-1.67775, 1.98569, 0.57629)  0.232
H (0.95636, 1.01934, -1.44591)  0.200
H (3.04486, 2.22136, 1.16947)  0.470
C (-2.02650, 1.07061, 1.03606)  -0.660
H (-0.54571, 0.76313, -2.18546)  0.217
H (-2.17246, -1.17301, 2.20514)  0.367
H (-3.09680, 0.89740, 0.88936)  0.215
H (0.16089, -1.54487, -2.21005)  0.210
N (-1.23928, -1.10071, 1.84223)  -0.818
C (-0.10127, 0.88956, -1.18566)  -0.657
H (1.82859, -0.73365, 0.12309)  0.202
H (-0.85589, -1.99829, 1.58552)  0.371
C (-1.18936, -0.13313, 0.80990)  0.194
H (-1.98537, 1.30950, 2.10627)  0.222
H (-0.48328, 1.88235, -0.96083)  0.220
H (0.62054, -2.05200, 0.42753)  0.195
C (0.90126, -1.21237, -0.20860)  -0.418
O (2.26129, 2.48765, 0.67586)  -0.944
C (-0.23527, -0.20131, -0.15255)  -0.098
H (1.79953, 1.68844, 0.40005)  0.475
H (1.89039, -1.38874, -2.20260)  0.209
H (1.09053, -2.88204, -1.66140)  0.210